{"formula": "C2H8N3OS", "method": "ωB97M-V with the def2-TZVPD basis set", "species": ["C", "C", "N", "N", "N", "O", "S", "H", "H", "H", "H", "H", "H", "H", "H"], "positions_angstrom": [[2.185, 0.455, -0.465], [-1.939, 1.068, 1.243], [2.441, -0.690, -0.527], [-0.115, -0.047, -0.336], [-0.085, -1.174, -1.249], [2.128, 1.577, -0.748], [-0.713, -0.233, 1.165], [-1.651, 2.181, 1.193], [-2.709, 0.985, 2.042], [-2.506, 0.947, 0.283], [0.965, -1.240, -1.480], [2.510, -1.380, 0.144], [0.338, 0.532, 1.534], [-0.232, -2.063, -0.722], [-0.618, -0.916, -2.077]], "spin_multiplicity": 1, "total_energy_ha": -718.3007, "total_charge": 1}


{"formula": "C2H8N3OS", "method": "ωB97M-V with the def2-TZVPD basis set", "species": ["C", "C", "N", "N", "N", "O", "S", "H", "H", "H", "H", "H", "H", "H", "H"], "positions_angstrom": [[1.444, -0.325, 0.047], [-2.203, 1.419, 0.059], [2.476, -0.441, 0.856], [0.437, -1.194, 0.025], [-0.678, -0.865, -0.781], [1.425, 0.673, -0.781], [-2.121, -0.568, 0.126], [-1.212, 1.786, 0.289], [-2.919, 1.674, 0.829], [-2.545, 1.680, -0.930], [2.568, -1.183, 1.535], [3.231, 0.227, 0.780], [0.359, -1.943, 0.708], [-0.855, -1.613, -1.454], [0.592, 0.672, -1.309]], "spin_multiplicity": 1, "total_energy_ha": -718.4352, "smiles": "CSN/[NH+]=C(/N)O", "total_charge": 1}


{"formula": "C2H8N3OS", "method": "ωB97M-V with the def2-TZVPD basis set", "species": ["C", "C", "N", "N", "N", "O", "S", "H", "H", "H", "H", "H", "H", "H", "H"], "positions_angstrom": [[0.907, 0.061, -0.619], [2.000, 0.034, 0.421], [-0.245, -0.387, -0.334], [-1.333, -0.389, -1.056], [1.669, -0.772, 1.616], [-4.360, 1.557, -0.048], [-3.664, 0.332, -0.375], [0.973, 0.604, -1.617], [2.962, -0.446, -0.005], [2.161, 1.119, 0.667], [-1.200, 0.268, -1.732], [-0.344, -0.769, 0.569], [1.418, -0.217, 2.505], [2.385, -1.539, 1.760], [-3.329, 0.544, -1.753]], "spin_multiplicity": 3, "total_energy_ha": -718.2404, "s_squared": 2.02, "total_charge": 1}


no.,molecular weight (g mol⁻¹)
1,122.17
2,122.17
3,122.17